No. 1
{
  "formula": "C29H37Br8F7O21",
  "method": "ωB97M-V/def2-TZVPD",
  "species": ["H", "O", "H", "H", "H", "H", "C", "H", "H", "C", "C", "H", "C", "H", "O", "H", "H", "C", "O", "C", "H", "C", "O", "F", "H", "C", "Br", "C", "H", "H", "O", "C", "H", "Br", "H", "H", "F", "C", "H", "C", "C", "F", "O", "F", "O", "C", "C", "H", "F", "F", "C", "H", "Br", "H", "C", "H", "O", "O", "H", "Br", "H", "O", "H", "H", "Br", "C", "H", "C", "C", "H", "H", "C", "C", "C", "C", "O", "O", "C", "H", "O", "C", "H", "O", "H", "C", "C", "H", "O", "H", "Br", "O", "O", "H", "Br", "H", "F", "O", "Br", "O", "O", "C", "O"],
  "xyz": [[-2.470, 4.452, -1.339], [0.823, -1.633, -1.859], [1.710, 5.396, -4.161], [-2.526, -3.838, 0.463], [2.320, 3.750, -4.711], [-0.662, 1.017, 1.212], [-4.900, 0.354, -0.148], [-4.465, 4.084, 0.931], [4.423, -2.436, 3.400], [2.441, -1.025, 4.571], [4.235, -0.356, 3.356], [2.496, -2.572, -4.439], [-0.381, 1.447, 4.384], [1.035, -0.919, -6.578], [1.600, -1.043, 5.450], [-2.677, -1.354, 5.935], [-3.128, 2.907, -0.771], [0.877, -0.790, -1.017], [-1.406, -0.531, -5.320], [-2.352, -1.102, -6.031], [-3.891, -2.061, 4.177], [1.337, 3.681, -2.788], [-1.201, -1.469, 4.630], [3.815, 0.578, 2.498], [-3.622, 5.654, 0.544], [-3.822, 0.004, 1.755], [0.952, 2.452, 3.334], [1.856, -2.483, -5.327], [-3.852, -1.162, -1.164], [2.835, -0.813, -6.466], [-2.193, -2.761, 3.145], [-1.590, -0.889, -3.893], [-5.715, -0.372, -0.308], [2.420, -3.751, -6.727], [0.848, -2.820, -4.984], [-3.393, -3.665, 4.592], [5.436, 3.307, 1.043], [4.983, 1.815, -0.791], [-1.273, 1.353, 3.703], [1.919, -1.114, -5.968], [-1.554, -3.512, 0.046], [-2.715, 0.441, -1.110], [0.051, -4.595, -1.114], [-4.032, -0.917, -3.433], [3.492, -0.160, 4.598], [-0.828, -4.050, -2.001], [0.036, 0.839, 0.346], [5.271, -0.182, 3.612], [-1.032, -5.776, 0.485], [-1.503, -2.914, 6.256], [1.444, 0.516, 0.691], [3.838, -1.771, 1.805], [-2.063, 4.068, 1.526], [1.668, 2.671, -2.710], [-2.917, -1.641, -3.830], [0.100, 0.480, 4.527], [-0.368, -1.501, 2.531], [6.562, 1.356, 0.838], [4.181, 2.515, -1.009], [-2.042, 1.166, 6.592], [2.134, 1.313, 0.824], [-3.599, -0.147, 2.941], [-1.256, -2.559, 0.584], [-3.039, -2.582, -3.299], [-4.850, 4.193, -1.958], [-3.018, -2.731, 4.326], [1.424, -0.069, 1.581], [3.804, -1.733, 2.890], [-2.149, -2.112, 5.408], [6.887, 3.016, -0.248], [1.284, 4.155, -1.788], [-3.614, 4.579, 0.526], [5.742, 0.275, 0.683], [2.166, 4.414, -3.883], [-1.212, -1.855, 3.374], [-4.814, 0.723, 1.218], [-3.102, -1.962, -5.211], [-3.627, -0.282, -0.547], [-0.972, 3.115, 5.472], [-0.299, -0.275, -0.438], [-0.636, 2.144, 5.684], [-0.804, -1.575, -3.532], [-0.749, -3.986, -3.171], [0.285, -4.343, 0.951], [-3.304, 3.995, -0.826], [-0.492, -4.520, 0.154], [0.221, 2.040, 6.306], [2.469, -1.790, 3.479], [5.503, 1.628, -1.724], [4.054, 4.838, -3.268], [4.702, 0.586, -0.145], [5.926, -0.739, 1.239], [-1.595, 0.018, -3.284], [1.589, 0.366, -4.703], [-5.180, 1.151, -0.759], [-0.182, 1.938, -0.411], [-2.545, -1.143, -7.214], [-0.524, 3.379, -3.390], [-1.799, -3.405, -1.346], [1.911, -0.205, -0.458], [6.041, 2.488, 0.180], [-3.209, -0.670, 0.801]],
  "mulliken_charge": [0.39, -0.48, 0.38, 0.36, 0.34, -0.73, -1.02, 0.37, 0.49, 0.50, 0.04, 0.30, 0.84, 0.32, -0.56, 0.20, -0.28, -0.31, -0.36, 0.59, 0.24, -0.18, -0.13, -0.19, 0.43, 0.47, -0.12, -0.24, 0.00, 0.47, -0.29, 1.29, 0.27, -0.15, 0.09, 0.57, -0.27, -0.20, -0.05, -0.70, 0.76, -0.05, -0.36, -0.42, -0.36, 0.46, 0.90, 0.44, -0.38, -0.37, 0.76, 0.27, -0.14, -0.19, 0.52, -0.69, 0.04, -0.35, 0.04, -0.18, 0.51, -0.50, -0.78, 0.26, -0.17, -0.65, -0.87, -0.41, 0.17, 0.31, 0.50, -0.47, 0.55, -0.53, 0.36, -0.38, -0.44, 0.65, 0.56, 0.83, -0.73, -0.76, -0.51, 0.20, -0.14, 0.40, 0.41, -0.32, 0.33, -0.21, -0.06, -0.54, -0.14, -0.06, 0.41, -0.13, -0.58, -0.16, -0.23, -0.41, 0.26, 0.07],
  "multiplicity": 1
}

No. 2
{
  "formula": "C4H9NO2S",
  "method": "ωB97M-V/def2-TZVPD",
  "species": ["H", "H", "H", "O", "S", "C", "H", "H", "O", "H", "C", "C", "N", "H", "H", "H", "C"],
  "xyz": [[-0.376, -1.134, -1.960], [2.937, 2.678, 0.005], [2.741, 0.192, -0.421], [-1.400, -0.713, 2.055], [1.652, 2.387, -0.231], [1.732, 0.605, -0.475], [1.522, 0.375, -1.506], [-0.733, -2.119, -0.711], [-2.921, 0.010, 0.594], [0.679, 0.287, 1.409], [-0.663, -0.135, -0.193], [0.756, -0.149, 0.419], [-0.945, -1.221, -1.128], [1.074, -1.173, 0.621], [-3.507, -0.369, 1.261], [-0.885, 0.803, -0.687], [-1.664, -0.325, 0.949]],
  "mulliken_charge": [0.26, 0.14, 0.43, -0.55, -0.25, -0.69, 0.30, 0.26, -0.45, 0.35, 0.27, -0.64, -0.70, 0.35, 0.35, 0.36, 0.20],
  "de_lowest_ev": 0.636,
  "multiplicity": 1
}

Number 1: maximum force 0.07074 hartree/bohr, DFT total energy -653034.58358 eV, frontier orbital gap 10.140 eV. Number 2: maximum force 0.02824 hartree/bohr, DFT total energy -20714.39663 eV, frontier orbital gap 9.964 eV.